A molecular structure, C44H42BrGeIrN3O2 in a non-equilibrium geometry, computed with wB97M-V/def2-TZVPD.

Each line ends with the Mulliken spin population.
Cartesian coordinates (Å):
Ir (-19.005, -7.077, -2.687)  2.46
C (-20.513, -3.068, -1.799)  0.02
C (-20.731, -3.918, -0.474)  0.13
C (-20.767, -3.317, 0.843)  0.31
C (-20.645, -4.052, 2.101)  0.11
C (-20.580, -5.457, 1.942)  0.07
C (-20.682, -6.112, 0.680)  0.13
C (-20.943, -7.576, 0.694)  -0.03
C (-20.787, -5.305, -0.497)  0.14
N (-20.714, -6.038, -1.769)  0.39
C (-21.830, -6.030, -2.544)  0.29
C (-23.206, -5.731, -1.993)  0.00
C (-21.566, -6.777, -3.865)  0.27
C (-22.717, -6.860, -4.742)  0.02
N (-20.378, -7.194, -4.212)  0.25
C (-20.278, -8.011, -5.389)  -0.09
C (-20.432, -9.397, -5.136)  -0.02
C (-20.733, -10.057, -3.860)  0.09
C (-20.318, -10.163, -6.390)  -0.02
C (-20.240, -9.639, -7.655)  0.01
C (-20.214, -8.191, -7.760)  -0.01
C (-20.174, -7.400, -6.603)  0.00
C (-19.987, -5.932, -6.673)  0.00
H (-19.629, -2.406, -1.607)  -0.01
H (-21.424, -2.511, -1.825)  -0.01
H (-20.285, -3.686, -2.690)  -0.01
H (-20.642, -2.281, 0.915)  -0.02
H (-20.734, -3.626, 3.085)  0.00
H (-20.376, -6.054, 2.793)  0.00
H (-21.136, -7.928, 1.729)  0.00
H (-20.057, -8.012, 0.125)  0.05
H (-21.835, -7.878, 0.229)  0.01
H (-23.964, -5.317, -2.640)  0.01
H (-23.448, -5.455, -0.909)  0.01
H (-23.766, -6.727, -1.759)  0.03
H (-22.611, -5.839, -5.234)  0.02
H (-23.660, -6.828, -4.256)  0.00
H (-22.729, -7.731, -5.489)  0.00
H (-19.888, -10.146, -3.086)  -0.02
H (-20.874, -11.175, -4.051)  0.00
H (-21.521, -9.542, -3.264)  0.00
H (-20.595, -11.210, -6.287)  0.00
H (-20.556, -10.260, -8.466)  0.00
H (-20.188, -7.783, -8.752)  0.00
H (-19.786, -5.549, -5.692)  -0.01
H (-20.972, -5.464, -6.997)  0.00
H (-19.184, -5.804, -7.411)  0.00
C (-16.947, -12.529, -0.119)  0.00
C (-17.998, -11.685, -0.193)  0.00
C (-17.781, -10.373, -0.528)  0.01
C (-16.497, -9.910, -0.734)  0.00
C (-15.404, -10.738, -0.458)  0.00
C (-15.644, -12.071, -0.173)  0.00
Ge (-16.124, -8.041, -1.242)  0.01
C (-16.415, -7.847, -3.245)  0.08
C (-16.356, -6.649, -3.918)  0.06
C (-16.426, -6.709, -5.320)  0.01
C (-16.635, -7.885, -5.994)  0.01
C (-16.858, -9.069, -5.256)  -0.02
C (-16.677, -9.056, -3.884)  -0.03
C (-14.774, -7.185, -0.149)  0.00
C (-14.196, -5.999, -0.545)  0.00
C (-13.423, -5.234, 0.309)  0.00
C (-13.320, -5.607, 1.660)  0.00
C (-13.934, -6.789, 2.006)  0.00
C (-14.643, -7.621, 1.154)  0.00
H (-17.018, -13.520, 0.236)  0.00
H (-19.018, -12.057, 0.082)  0.00
H (-18.619, -9.701, -0.574)  0.01
H (-14.403, -10.343, -0.444)  0.00
H (-14.698, -12.603, 0.009)  0.00
H (-16.122, -5.678, -3.455)  0.01
H (-16.335, -5.789, -5.830)  0.00
H (-16.664, -7.806, -7.104)  0.00
H (-16.984, -10.054, -5.718)  0.00
H (-16.684, -9.946, -3.328)  0.01
H (-14.275, -5.619, -1.562)  0.00
H (-12.865, -4.387, -0.049)  0.00
H (-12.768, -5.028, 2.355)  0.00
H (-13.783, -7.093, 3.009)  0.00
H (-14.947, -8.624, 1.533)  0.00
Br (-16.410, -5.414, 4.615)  0.00
C (-16.908, -4.839, 2.810)  0.01
C (-16.833, -3.409, 2.732)  0.00
N (-16.889, -2.886, 1.490)  0.01
C (-17.192, -3.618, 0.470)  0.00
C (-17.410, -4.975, 0.518)  0.07
C (-17.219, -5.640, 1.733)  -0.04
C (-17.548, -5.754, -0.708)  -0.12
O (-17.707, -5.219, -1.820)  0.08
O (-17.697, -7.094, -0.658)  0.25
H (-16.562, -2.748, 3.567)  0.00
H (-17.231, -3.131, -0.502)  0.00
H (-17.077, -6.702, 1.793)  -0.01

Properties
E = -184250.836 eV
charge = +2
largest force on an atom = 4.8 eV Å⁻¹
spin multiplicity = 6
expectation value of S² = 8.78
Kohn-Sham gap (spin up / spin down) = 5.859 / 3.724 eV
LUMO energy (spin up / spin down) = -0.215 / -0.344 Ha